ORCA calculation (ωB97M-V/def2-TZVPD) on a structure of composition C50H122N5O17V.

Structure (XYZ):
```
195
Properties=species:S:1:pos:R:3:forces:R:3
V 3.26537 3.13524 -1.26389 -0.54 -0.79 -2.52
N 4.50042 6.24714 -0.96185 1.08 5.83 0.63
O 5.42064 6.58908 -1.70594 -0.01 -0.52 -0.08
O 3.95568 7.08730 -0.19542 0.22 -0.54 -0.40
O 4.09687 5.12449 -0.92879 -1.70 -6.06 0.05
C 0.56420 -0.19953 0.04321 -0.07 -0.55 -0.63
C 0.74871 0.75304 -1.12447 -0.28 0.53 1.01
O 1.98797 1.38116 -1.09740 1.79 1.72 -0.24
H -0.40818 -0.67645 -0.07966 -0.19 -0.20 -0.02
H 0.52745 0.27410 1.02424 0.58 0.00 0.02
H 1.31304 -0.97513 -0.11729 0.14 -0.14 0.88
H -0.11983 1.40284 -1.01725 -0.09 0.99 -0.39
H 0.52234 0.15070 -2.00426 0.50 0.10 -0.64
C 3.26850 3.98653 -5.63543 -1.71 0.42 0.78
C 4.17696 3.31452 -4.65494 2.31 0.63 1.04
O 4.00330 3.13393 -3.25390 -2.05 -0.26 2.06
H 3.71916 3.93297 -6.62645 -0.23 -0.34 0.00
H 3.12606 5.04768 -5.43105 0.19 0.16 0.20
H 2.26528 3.56661 -5.56236 -0.18 -0.27 -0.68
H 5.02724 3.99555 -4.69136 0.70 -0.09 -0.03
H 4.54520 2.39728 -5.11445 -0.22 -0.47 0.24
C -5.62466 0.31153 -2.00806 1.18 1.18 0.26
C -6.11239 1.27383 -0.89334 -0.08 -0.23 0.90
C -7.05867 0.42194 -0.01121 -0.83 1.10 0.98
C -7.37514 1.15301 1.34923 -0.18 -1.47 -2.06
C -6.09356 1.16829 2.18419 -0.76 0.70 -0.16
C -4.92167 1.96701 1.45763 -0.81 -2.39 1.68
N -4.99492 1.74203 0.04982 -0.09 -1.05 -2.51
O -4.04011 2.59956 -0.55212 -0.59 0.76 -0.48
C -5.17703 3.41900 1.89454 1.93 0.22 -0.56
C -3.56535 1.23128 1.92691 -1.06 1.54 0.40
C -6.87376 2.51917 -1.50772 0.46 -0.34 0.74
H -6.43457 -0.02227 -2.65670 -0.08 0.23 0.08
H -5.08308 -0.56485 -1.65204 -0.29 -0.09 0.53
H -4.85952 0.82129 -2.59355 -0.33 0.04 -0.41
H -7.96140 0.24482 -0.59586 -0.28 0.35 -0.04
H -6.78019 -0.59710 0.25732 0.99 0.06 -0.31
H -8.18922 0.58165 1.79523 0.17 -0.05 0.51
H -7.85728 2.07965 1.03783 0.51 0.53 0.65
H -5.85513 0.15960 2.52150 0.29 -0.25 -0.68
H -6.38337 1.62307 3.13144 0.52 0.57 0.11
H -4.85167 3.60201 2.91862 -0.64 -0.32 0.33
H -4.46825 4.05260 1.36134 -0.27 0.24 -0.46
H -6.19722 3.73296 1.67379 0.09 -0.06 0.22
H -2.64675 1.45740 1.38548 -0.22 0.49 -0.26
H -3.43371 1.58033 2.95109 0.34 -0.47 0.32
H -3.67740 0.14894 1.86307 -0.31 0.12 0.17
H -7.41028 3.01476 -0.69862 -0.08 0.06 -0.01
H -7.59579 2.31978 -2.29957 0.06 -0.53 0.05
H -6.19215 3.26960 -1.90816 0.31 -0.23 0.05
H -3.30529 2.09302 -0.90578 -0.06 -0.68 0.07
C -0.51557 -5.41060 2.15902 1.23 1.09 -0.42
C 0.55846 -4.92763 3.22952 -2.20 0.79 0.14
C 0.78703 -6.07502 4.20146 2.11 -1.49 -0.82
C 1.78768 -7.08453 3.59330 -0.90 0.16 0.55
C 3.09897 -6.48050 3.12448 -0.35 0.06 0.93
C 2.99075 -5.19257 2.30306 -0.60 0.58 -0.19
N 1.78028 -4.28362 2.74536 2.26 -3.69 1.36
O 1.58509 -3.15751 1.97466 -0.18 0.17 -0.64
C 4.26156 -4.29165 2.42057 -1.17 0.23 0.06
C 2.86581 -5.72081 0.87816 -0.78 1.51 -0.64
C -0.18882 -3.88032 4.05419 -1.24 1.04 -0.52
H -0.84360 -4.57259 1.54402 -0.02 0.47 0.28
H -1.41212 -5.78396 2.65390 0.26 -0.45 -0.14
H -0.07335 -6.03042 1.37904 -0.19 -0.83 0.45
H 1.23752 -5.82839 5.16288 -0.22 0.78 0.05
H -0.10628 -6.66601 4.40351 -0.35 0.56 -0.06
H 1.30842 -7.62739 2.77861 -0.05 0.07 -0.21
H 1.95474 -7.83021 4.37057 0.34 -0.19 -0.10
H 3.47087 -7.28594 2.49118 0.83 0.37 -0.02
H 3.77774 -6.30555 3.95920 -0.01 -0.19 0.18
H 4.21659 -3.70892 3.34063 -0.14 -0.06 0.17
H 5.24128 -4.76939 2.42366 -0.26 -0.43 -0.37
H 4.16392 -3.57926 1.60139 0.46 0.04 -0.04
H 2.03008 -6.41161 0.76658 0.32 -0.50 0.19
H 2.56464 -4.88340 0.24876 0.27 0.23 -0.39
H 3.82453 -6.10545 0.53030 -0.20 -0.23 -0.04
H -0.74549 -3.18824 3.42234 0.13 0.14 -0.48
H 0.39877 -3.20449 4.67556 0.35 -0.59 0.38
H -1.01542 -4.34367 4.59284 0.31 -0.16 0.51
H 1.73357 -2.47329 2.63145 -0.01 0.49 -0.24
C 1.38891 5.52222 5.77763 1.54 -1.47 0.02
C 0.85629 4.16328 6.31736 -2.24 -0.66 1.09
C -0.45738 3.89504 5.49961 0.93 0.96 0.15
C -0.99583 2.47119 5.53633 1.27 1.36 -1.51
C 0.13453 1.49577 5.06837 -1.96 -0.01 2.31
C 1.25006 1.55477 6.14784 0.12 -0.33 -1.14
N 1.73875 2.95379 6.23170 -3.03 1.03 -2.49
O 2.81615 3.14613 7.02976 1.89 -0.27 0.59
C 0.74522 0.88485 7.51702 1.10 0.16 -0.33
C 2.38122 0.70050 5.41804 -0.48 -0.27 1.14
C 0.45098 4.43302 7.79780 -0.19 -0.30 -0.06
H 2.22585 5.82075 6.40891 0.11 0.19 -0.10
H 0.69416 6.36097 5.73384 -0.40 -0.47 0.21
H 1.77480 5.32970 4.77657 0.07 0.26 -0.20
H -1.20082 4.58988 5.89022 -0.13 -0.04 0.17
H -0.24062 4.34486 4.53070 -0.16 -0.77 -0.66
H -1.84798 2.47404 4.85667 -0.25 -0.45 0.27
H -1.28560 2.39490 6.58432 -0.20 -0.99 -0.20
H 0.45536 1.52672 4.02711 0.13 0.93 0.12
H -0.32923 0.51087 5.12305 0.22 -0.39 0.20
H -0.23019 1.10692 7.94985 -0.33 0.39 -0.89
H 0.79082 -0.20114 7.43546 0.06 -0.04 -0.16
H 1.38471 1.15712 8.35666 0.56 0.02 -0.24
H 2.59902 0.98659 4.38905 -0.02 0.84 0.22
H 3.30962 0.61592 5.98287 -0.01 0.00 0.04
H 1.98106 -0.29884 5.24692 -0.02 -0.29 0.50
H -0.56070 4.83727 7.76362 0.17 0.50 0.34
H 1.14884 5.10199 8.30136 -0.15 0.10 -0.05
H 0.36678 3.55063 8.43214 0.19 -0.28 -0.23
H 3.43103 3.18130 6.29336 1.22 0.23 0.82
C 1.05001 -8.14785 -4.56289 -0.29 -1.12 0.39
C 1.04277 -6.65609 -4.20724 0.34 0.63 -2.24
C 0.51912 -5.94714 -5.56711 -0.47 0.69 1.99
C 0.20492 -4.49788 -5.21979 -0.08 0.36 1.64
C -0.95869 -4.39591 -4.18082 0.43 -0.26 -1.53
C -0.62529 -5.14832 -2.84617 -1.13 0.24 -0.34
N 0.12224 -6.37635 -3.07032 0.24 -1.50 -1.57
O 0.63854 -7.00740 -1.88315 -0.69 1.01 -0.85
C 0.14895 -4.17495 -1.91127 -0.34 -0.85 -0.11
C -2.02849 -5.51371 -2.22588 0.43 0.99 -0.21
C 2.53071 -6.19100 -3.98891 -1.23 -0.36 0.29
H 1.61355 -8.77659 -3.87353 0.28 0.21 0.13
H 1.38450 -8.38607 -5.57258 0.65 0.58 -0.05
H 0.07897 -8.64187 -4.59654 -0.52 0.60 0.42
H 1.19410 -5.94551 -6.42297 0.52 -0.53 0.44
H -0.39537 -6.44094 -5.89569 -0.12 -0.14 0.04
H 0.18897 -3.84820 -6.09487 -0.67 0.05 0.07
H 0.97530 -4.07813 -4.57294 0.88 -0.04 -0.55
H -1.86979 -4.69824 -4.69714 -0.23 -0.70 0.41
H -1.16420 -3.34653 -3.96948 0.27 0.01 0.32
H -0.33716 -3.20232 -1.83501 -0.05 -0.13 0.20
H 0.19267 -4.68411 -0.94849 -0.02 0.49 0.38
H 1.17743 -4.02395 -2.23917 0.05 0.05 -0.22
H -2.75462 -5.99743 -2.87921 0.68 -0.50 -0.45
H -1.98187 -6.08213 -1.29700 0.17 0.26 0.07
H -2.51302 -4.54409 -2.11110 -0.08 0.18 0.78
H 2.63467 -5.10603 -3.97784 -0.02 -0.02 -0.02
H 3.14383 -6.60409 -4.78987 0.09 -0.01 0.17
H 2.83087 -6.58384 -3.01747 0.41 -0.05 -0.10
H 1.19295 -6.29986 -1.54608 0.56 -0.10 0.62
C -3.41960 3.89006 -4.08303 -0.17 0.21 0.20
C -2.28044 4.92927 -4.01725 -0.94 -0.41 1.23
O -1.36091 4.83853 -5.07750 0.34 -0.67 -0.40
H -3.81612 3.68366 -5.07715 -0.17 0.25 0.12
H -4.18045 4.13491 -3.34191 -0.48 0.83 -0.46
H -3.17760 2.94044 -3.60579 0.87 -0.14 -0.55
H -1.88700 4.65815 -3.03757 0.92 0.28 0.08
H -2.52952 5.98585 -3.91882 -0.88 -0.12 -0.08
H -0.83124 5.63879 -5.10283 0.08 -0.02 -0.01
C -1.91834 1.72766 -6.82760 -1.00 -0.73 -1.06
C -0.72318 1.46215 -5.92417 -0.91 0.71 -1.27
O -0.94832 2.08913 -4.70045 0.34 -0.62 1.54
H -2.00918 2.69315 -7.32528 0.60 0.26 0.28
H -2.88877 1.57994 -6.35377 0.18 -0.03 0.66
H -1.98648 0.99234 -7.62934 0.40 -0.11 -0.28
H 0.16334 1.86735 -6.41205 0.33 -0.20 0.04
H -0.61265 0.38531 -5.79651 0.11 0.10 0.34
H -0.96932 3.04148 -4.81952 0.07 0.39 -0.32
C 1.05546 4.46982 -2.87884 0.69 -0.76 -2.02
O 1.51474 4.31609 -1.55095 -0.63 0.07 -0.14
H 1.08766 3.49517 -3.36578 -0.40 -0.11 0.09
H 0.05640 4.90306 -2.92666 0.24 -0.10 0.24
H 1.77619 5.05719 -3.44774 -0.12 0.39 0.08
H 0.92737 4.96337 -1.15394 0.38 0.29 1.48
C 3.06271 2.66232 2.22442 0.57 -1.06 -1.25
O 2.87843 3.39684 0.91892 0.00 -0.72 2.86
H 3.39089 3.28571 3.05614 -0.25 0.55 -0.39
H 2.18976 2.08060 2.52050 -0.34 0.46 -0.36
H 3.84797 1.91676 2.09950 0.06 0.09 -0.34
H 2.61487 4.22945 1.31756 -0.03 0.81 -1.07
C 6.42565 2.81186 -0.82099 0.40 0.29 0.35
O 5.09116 2.31547 -0.54502 0.27 0.99 -0.56
H 6.89947 2.21895 -1.60333 -0.16 0.07 0.06
H 6.46842 3.87580 -1.05399 -0.82 -0.12 -0.54
H 7.02352 2.80059 0.09035 -0.05 -0.61 0.15
H 5.14761 1.67881 0.17128 -0.20 -0.71 0.02
C 4.48537 -1.21285 -0.15766 0.11 -1.21 -0.26
O 5.16508 -0.20228 0.60804 -0.95 0.11 -0.08
H 3.78504 -0.91415 -0.93767 0.68 1.21 -0.10
H 5.26954 -1.85370 -0.56078 -0.17 -0.10 -0.40
H 3.81235 -1.86650 0.39722 0.22 0.16 0.86
H 5.42239 -0.63375 1.42611 0.10 0.08 0.08
C -2.53858 -0.97363 -3.53093 -1.36 0.79 -0.07
O -3.19743 0.25174 -3.96731 0.43 -1.18 0.49
H -2.26179 -1.00593 -2.47715 0.56 0.70 0.13
H -3.34353 -1.70844 -3.51718 0.14 -0.27 -0.70
H -1.70820 -1.24643 -4.18220 -0.08 -0.05 0.06
H -2.58374 0.98989 -3.97769 0.67 0.10 -0.10
C -1.30359 4.67285 0.01560 -0.94 -0.66 -0.23
O -0.96192 5.81394 -0.74279 0.66 0.31 0.24
H -2.30702 4.82525 0.41308 -0.07 -0.35 0.17
H -1.33832 3.83910 -0.68565 0.06 -0.14 0.19
H -0.61997 4.44358 0.83304 0.23 0.07 -0.02
H -1.09515 6.53079 -0.11830 0.23 0.55 -0.34
```
Positions in Å, forces in eV/Å.

Computed properties:
Expectation value of S²: 2.037
DFT total energy: -121757.42784 eV
HOMO-LUMO gap (alpha / beta): 7.2 / 8.0 eV
Spin multiplicity: 3